The following is a quantum chemistry calculation of C19H27ClF5NbO4P as an isolated structure in a non-equilibrium geometry, from OMol25.

Values from the calculation:
**Lowest unoccupied orbital energy**: 1.263 eV
**Net charge**: -1
**Total energy**: -65268.9695 eV
**Spin multiplicity**: 1
**Frontier orbital gap**: 0.21918 Ha

```
58
Properties=species:S:1:pos:R:3:forces:R:3
C 0.180 -0.562 3.548 1.8 -1.1 -0.8
C 1.033 -0.944 2.480 -0.9 -0.3 2.1
Nb 1.422 0.144 0.530 0.5 0.2 0.9
C 2.211 1.258 -1.325 1.3 -0.5 -0.7
C 1.186 1.297 -2.559 1.4 1.6 -0.9
C 1.521 2.677 -3.376 -0.9 0.3 1.2
C -0.168 -0.985 -0.642 -1.1 -0.6 -1.1
C -1.133 -1.953 0.202 -1.5 0.6 -1.1
O -0.705 -3.352 0.274 -1.3 -0.4 -2.3
C -1.485 -4.092 -0.692 -2.2 -1.8 2.2
C -1.220 -3.968 -2.265 0.2 0.4 -0.2
O -2.404 -4.821 -0.225 3.6 2.6 -2.3
C 3.093 1.274 1.679 0.7 1.0 -1.0
O 3.793 0.397 2.634 0.9 0.6 -1.1
C 5.166 0.237 2.225 0.8 -0.9 0.2
P 3.127 -1.707 -0.120 0.0 -0.4 -1.7
O 3.168 -1.885 -1.859 -0.8 0.4 1.5
Cl 2.524 -3.610 0.557 0.1 0.4 -0.4
C 0.003 1.895 1.035 -1.5 1.5 -0.2
F 0.485 3.025 0.228 -0.8 -1.5 1.2
F 0.153 2.382 2.401 -0.8 -0.9 -2.3
C -1.511 1.700 0.593 -4.2 1.0 -1.4
C -2.011 2.415 -0.723 -2.8 -1.8 1.2
C -3.497 2.288 -1.225 0.5 -1.7 3.0
C -4.587 1.493 -0.439 4.5 0.4 1.4
C -4.102 0.801 0.874 1.6 1.8 -2.0
C -5.194 0.010 1.725 -0.1 -0.1 0.4
F -4.679 -0.379 2.998 -1.4 0.8 -2.9
F -6.373 0.804 1.971 2.7 -1.8 -0.5
F -5.664 -1.161 1.067 1.0 2.6 1.6
C -2.606 0.906 1.348 -1.2 1.1 -2.1
H 0.326 -1.085 4.570 -0.6 0.7 -1.8
H -0.606 0.259 3.542 1.5 -0.9 -0.2
H 1.639 -1.916 2.658 -0.8 1.8 0.2
H 3.164 0.718 -1.717 -1.3 1.0 0.5
H 2.593 2.324 -1.071 -0.9 -1.6 -0.2
H 0.084 1.377 -2.289 1.5 -0.6 -0.3
H 1.449 0.451 -3.282 -0.9 0.8 1.1
H 1.046 2.707 -4.414 0.9 -0.1 1.2
H 1.012 3.511 -2.750 0.9 -1.1 -1.1
H 2.638 2.923 -3.358 -1.6 -0.6 -0.4
H -0.871 -0.315 -1.278 1.1 -1.0 1.0
H 0.366 -1.659 -1.424 -0.8 1.0 1.2
H -1.381 -1.613 1.260 0.7 -0.5 -1.4
H -2.150 -1.973 -0.363 1.4 0.2 1.0
H -2.053 -3.321 -2.725 1.2 -0.9 0.9
H -0.221 -3.469 -2.530 -1.5 -0.8 0.7
H -1.259 -4.987 -2.798 -0.1 1.4 1.2
H 2.725 2.256 2.138 0.7 -1.3 -0.2
H 3.893 1.560 0.886 -1.3 -0.1 1.1
H 5.816 1.166 2.399 -1.0 -1.0 -0.2
H 5.284 -0.084 1.117 -0.4 0.6 1.7
H 5.610 -0.626 2.851 -0.7 1.3 -0.9
H 2.384 -1.432 -2.246 0.6 -0.5 0.4
H -1.334 3.040 -1.395 -0.9 -1.1 1.4
H -3.861 2.798 -2.190 1.0 -0.8 1.7
H -5.656 1.454 -0.821 1.6 0.0 0.7
H -2.362 0.353 2.308 -0.3 0.9 -1.4
```
Positions in Å, forces in eV/Å.

=====

The following is a quantum chemistry calculation of C19H27F3N4PtS as an isolated structure, from OMol25.

Values from the calculation:
**Lowest unoccupied orbital energy (spin up / spin down)**: -6.367 / -6.369 eV
**Net charge**: +2
**Energy above the lowest of the compared OMol25 structures with the same formula, charge and spin**: 122.11 kJ/mol
**Total energy**: -48321.0388 eV
**Spin multiplicity**: 1
**Frontier orbital gap (spin up / spin down)**: 0.25120 / 0.25142 Ha

```
55
Properties=species:S:1:pos:R:3:forces:R:3
Pt -0.293 0.280 0.376 -0.3 0.6 -0.4
F 3.033 -3.639 -3.544 0.0 0.0 0.0
C 2.691 -2.566 -2.831 0.1 0.1 -0.1
F 2.715 -1.501 -3.668 0.0 -0.1 0.1
F 3.637 -2.368 -1.907 0.0 0.0 0.0
C 1.326 -2.721 -2.216 -0.1 0.2 0.1
C 0.603 -3.887 -2.388 0.0 0.0 0.0
C -0.649 -4.012 -1.802 -0.1 0.0 0.1
C -1.133 -2.946 -1.068 0.1 -0.1 -0.3
N -0.456 -1.805 -0.909 0.2 -0.5 -0.4
C 0.775 -1.680 -1.450 -0.2 -0.4 0.1
S 1.603 -0.176 -1.071 -0.3 0.0 0.8
H 1.024 -4.697 -2.968 0.0 0.0 0.0
H -1.230 -4.916 -1.911 0.0 0.0 0.0
H -2.103 -2.990 -0.587 0.0 0.0 0.0
C 0.762 2.415 5.056 0.0 0.0 0.2
N 0.653 2.430 3.571 0.0 0.1 0.0
C -0.769 2.357 3.152 -0.1 0.0 -0.2
C 1.524 1.369 2.902 0.1 -0.1 0.0
C 0.992 -0.026 3.050 0.0 0.0 -0.1
C 1.333 -0.747 4.192 0.0 0.0 0.1
C 0.888 -2.044 4.379 0.0 -0.1 0.0
C 0.102 -2.637 3.404 0.0 0.0 0.1
C -0.214 -1.944 2.245 -0.2 0.0 0.0
C 0.209 -0.630 2.046 0.7 0.3 -0.1
H 0.136 3.206 5.462 0.0 0.0 0.0
H 1.799 2.576 5.341 0.0 0.0 0.0
H 0.418 1.449 5.417 0.0 0.0 0.0
H 1.021 3.327 3.253 0.0 0.0 0.0
H -1.204 1.450 3.564 0.0 0.0 0.0
H -0.811 2.321 2.058 0.0 0.0 0.1
H -1.296 3.232 3.524 0.0 0.0 0.0
H 2.505 1.473 3.365 0.0 0.0 0.0
H 1.586 1.656 1.853 0.0 0.0 0.0
H 1.985 -0.298 4.932 0.0 0.0 0.0
H 1.172 -2.594 5.265 0.0 0.0 0.0
H -0.243 -3.654 3.530 0.0 0.0 0.0
H -0.797 -2.444 1.485 0.1 0.0 0.0
N -1.699 2.042 -4.422 0.0 0.1 0.0
C -0.404 2.456 -3.771 0.1 0.0 0.0
C -0.579 2.438 -2.257 -0.1 0.1 -0.1
N -1.036 1.135 -1.783 0.3 -0.2 0.4
C -2.283 0.730 -2.420 -0.2 0.1 0.0
C -2.150 0.690 -3.938 0.0 -0.1 0.1
H -1.599 2.040 -5.439 0.0 0.0 0.0
H -2.420 2.734 -4.204 0.0 0.0 0.0
H -0.133 3.439 -4.151 0.0 0.0 0.0
H 0.344 1.728 -4.085 0.0 0.0 0.0
H -1.297 3.203 -1.948 0.0 0.0 0.0
H 0.377 2.678 -1.795 0.0 0.0 0.0
H -0.297 0.463 -2.012 0.0 0.1 -0.3
H -3.072 1.431 -2.132 0.0 0.0 0.0
H -2.582 -0.253 -2.059 0.1 0.0 0.0
H -3.086 0.444 -4.436 0.0 0.0 0.0
H -1.380 -0.016 -4.250 0.0 0.0 0.0
```
Positions in Å, forces in eV/Å.

=====

The following is a quantum chemistry calculation of a 4-piece molecular cluster, C19H27F3O10 overall in a non-equilibrium geometry, from OMol25.

Values from the calculation:
**Lowest unoccupied orbital energy**: 0.616 eV
**Energy above the lowest of the compared OMol25 structures with the same formula, charge and spin**: 0.00 kJ/mol
**SMILES**: O=C1O[C@@H](CCCO)[C@H](C(F)(F)F)O1.O=C1CCCO1.O=C1CCCO1.O=C1CCCO1
**Total energy**: -48769.6954 eV
**Spin multiplicity**: 1
**Frontier orbital gap**: 0.39647 Ha

```
59
Properties=species:S:1:pos:R:3:forces:R:3
O -0.422 4.856 0.106 -0.1 -0.3 0.3
C -0.731 3.732 0.340 0.2 0.4 0.2
O 0.100 2.662 0.386 -0.2 0.0 -0.6
C -0.728 1.550 -0.117 0.9 0.3 0.5
C 0.026 0.239 0.072 -0.4 -0.3 0.0
C -0.398 -0.612 1.272 0.3 -0.1 0.1
C 0.098 -0.070 2.611 -0.1 -0.1 0.3
O -0.701 -0.517 3.707 0.0 -0.1 -0.1
C -1.984 1.876 0.677 -0.1 0.8 -0.1
C -3.314 1.415 0.104 0.0 -0.1 0.0
F -3.472 1.839 -1.159 0.0 0.0 0.2
F -4.334 1.889 0.832 0.1 -0.1 -0.1
F -3.396 0.072 0.101 0.0 0.2 0.0
O -1.998 3.325 0.610 0.0 -0.3 -0.3
H -0.859 1.774 -1.177 -0.3 -0.2 0.0
H 1.090 0.477 0.157 -0.1 0.1 -0.2
H -0.114 -0.351 -0.837 0.1 0.1 0.1
H 0.014 -1.619 1.138 -0.1 0.1 0.0
H -1.481 -0.729 1.313 0.0 0.1 0.0
H 1.142 -0.357 2.779 0.0 0.1 -0.1
H 0.053 1.020 2.650 0.0 0.0 0.0
H -0.658 -1.481 3.737 0.0 0.2 0.1
H -1.873 1.636 1.734 -0.3 -0.5 -0.1
O -1.397 -1.773 -3.211 0.0 0.0 0.1
C -1.243 -0.698 -3.715 0.0 -0.1 -0.1
C -0.517 -0.360 -4.998 0.1 0.3 0.0
C -0.298 1.147 -4.879 0.0 -0.1 0.0
C -1.481 1.566 -4.014 0.0 0.0 -0.1
O -1.742 0.434 -3.160 0.0 0.1 0.1
H -1.165 -0.621 -5.837 0.0 0.0 0.0
H 0.410 -0.918 -5.056 0.0 -0.1 -0.1
H -0.255 1.672 -5.830 -0.1 0.0 0.0
H 0.635 1.336 -4.346 0.0 0.0 0.0
H -2.380 1.765 -4.600 0.0 0.0 0.0
H -1.274 2.431 -3.387 -0.1 0.0 0.1
O 1.846 -0.279 6.234 0.0 0.0 -0.1
C 1.213 0.698 6.503 0.0 -0.1 0.1
C 0.409 0.972 7.761 -0.2 0.2 -0.2
C -0.473 2.150 7.348 0.0 -0.1 0.0
C 0.392 2.829 6.291 -0.1 0.0 0.0
O 1.137 1.766 5.674 0.0 0.0 0.0
H 1.105 1.235 8.558 0.0 0.0 0.0
H -0.153 0.088 8.048 0.1 -0.1 0.1
H -0.745 2.815 8.165 0.1 0.0 0.0
H -1.390 1.780 6.889 0.0 0.0 0.0
H 1.101 3.536 6.727 0.0 0.0 0.0
H -0.183 3.336 5.521 0.0 0.0 -0.1
O 2.534 -1.508 -4.290 0.1 0.1 0.0
C 2.573 -2.701 -4.392 -0.2 0.0 0.1
C 1.884 -3.729 -3.517 0.2 -0.2 -0.1
C 2.610 -5.023 -3.882 0.0 0.1 0.0
C 3.034 -4.744 -5.319 0.0 -0.1 0.0
O 3.253 -3.322 -5.380 0.0 0.0 0.0
H 0.826 -3.748 -3.789 0.0 0.1 0.1
H 1.972 -3.453 -2.470 -0.1 0.1 0.0
H 2.003 -5.920 -3.785 0.0 0.0 0.0
H 3.493 -5.141 -3.253 0.0 0.0 0.0
H 2.252 -4.998 -6.038 0.0 0.0 0.0
H 3.955 -5.243 -5.607 0.0 0.1 0.0
```
Positions in Å, forces in eV/Å.

=====

The following is a quantum chemistry calculation of C19H27F6N6O3PSTi as an isolated structure, from OMol25.

Values from the calculation:
**Lowest unoccupied orbital energy (spin up / spin down)**: -2.956 / -3.094 eV
**Expectation value of S²**: 0.7537
**Net charge**: +1
**Energy above the lowest of the compared OMol25 structures with the same formula, charge and spin**: 0.00 kJ/mol
**Total energy**: -94770.1896 eV
**Spin multiplicity**: 2
**Frontier orbital gap (spin up / spin down)**: 0.31222 / 0.32421 Ha

```
64
Properties=species:S:1:pos:R:3:forces:R:3
Ti -0.735 1.156 0.241 0.0 0.2 -0.8
C -3.935 1.722 3.352 0.0 0.0 0.0
C -3.183 1.665 2.058 0.0 -0.1 0.1
N -2.060 1.061 1.908 0.1 0.2 0.1
O -1.475 0.385 2.956 0.0 -0.1 0.0
C -3.776 2.362 0.895 0.0 0.0 -0.1
C -4.949 3.273 1.119 0.0 0.0 0.0
N -3.413 2.241 -0.332 -0.1 0.0 -0.1
O -2.342 1.469 -0.605 0.3 -0.1 0.3
H -3.583 1.034 4.116 0.0 0.0 0.0
H -4.993 1.529 3.191 0.0 0.0 0.0
H -3.840 2.730 3.761 0.0 0.0 0.0
H -2.155 0.131 3.596 0.0 0.1 0.0
H -5.802 2.750 1.551 0.0 0.0 0.0
H -5.247 3.689 0.161 0.0 0.0 0.0
H -4.681 4.093 1.787 0.0 0.0 0.0
S 0.482 -5.027 -1.750 -0.2 0.1 0.1
C -0.017 -3.485 -1.039 0.1 -0.1 0.0
C -0.970 -2.708 -1.692 0.0 0.0 -0.1
C -1.310 -1.478 -1.167 0.0 -0.1 0.0
N -0.772 -1.008 -0.034 0.2 0.2 0.1
C 0.130 -1.766 0.607 -0.1 -0.1 0.1
C 0.541 -2.994 0.139 -0.1 0.0 0.1
C 0.622 -6.003 -0.261 0.1 0.0 -0.1
C -0.516 -6.490 0.363 0.0 0.0 0.0
C -0.355 -7.246 1.516 0.0 0.0 0.0
N 0.831 -7.533 2.046 0.0 0.0 0.0
C 1.913 -7.077 1.426 0.0 0.0 0.0
C 1.866 -6.308 0.269 0.0 0.0 0.0
H -1.443 -3.062 -2.597 0.0 0.0 0.0
H -2.045 -0.842 -1.645 0.0 0.0 0.0
H 0.524 -1.362 1.533 0.0 0.0 0.0
H 1.277 -3.566 0.687 0.0 0.0 0.0
H -1.501 -6.293 -0.038 0.0 0.0 0.0
H -1.221 -7.642 2.033 0.0 0.0 0.0
H 2.867 -7.335 1.870 0.0 0.0 0.0
H 2.776 -5.969 -0.208 0.0 0.0 0.0
F 0.637 1.962 1.575 -0.1 -0.1 0.0
P 0.575 3.744 1.384 0.0 -0.1 0.3
F -0.748 3.680 2.272 0.0 0.0 0.0
F -0.392 3.326 0.069 -0.1 0.0 0.1
F 1.485 3.872 2.652 0.0 0.0 0.0
F 1.837 3.576 0.428 0.0 0.0 0.0
F 0.424 5.267 1.084 0.0 0.0 0.0
C 3.190 0.534 -0.042 0.0 0.0 0.0
N 3.000 1.462 -1.146 0.0 -0.1 -0.1
C 4.029 2.490 -1.270 0.0 0.0 0.0
C 1.781 1.592 -1.694 0.0 0.2 0.0
O 0.764 1.094 -1.121 -0.2 -0.2 0.2
N 1.634 2.233 -2.865 0.0 0.0 0.0
C 0.307 2.640 -3.309 0.0 0.0 0.0
C 2.668 2.256 -3.893 0.0 0.0 0.0
H 3.044 1.030 0.920 0.0 0.0 0.0
H 4.205 0.141 -0.091 0.0 0.0 0.0
H 2.493 -0.295 -0.132 0.0 0.0 0.0
H 4.328 2.796 -0.268 0.0 0.0 0.0
H 3.632 3.363 -1.779 0.0 0.0 0.0
H 4.906 2.121 -1.803 0.0 0.0 0.0
H -0.362 2.744 -2.462 0.0 0.0 0.0
H -0.109 1.913 -4.010 0.0 0.0 0.0
H 0.388 3.604 -3.810 0.0 0.0 0.0
H 3.488 1.598 -3.622 0.0 0.0 0.0
H 3.051 3.263 -4.058 0.0 0.0 0.0
H 2.232 1.895 -4.826 0.0 0.0 0.0
```
Positions in Å, forces in eV/Å.